Molecular formula: C28H34GeN4ORuS
Method: DFT, ωB97M-V/def2-TZVPD

Its HOMO energy (alpha / beta) is -5.86 / -5.86 eV. As for the total charge: 0.

Each line ends with the Löwdin charge.
Positions of all 70 atoms, in Å:
Ru1 -0.43796 1.57704 0.25028  0.893
N1 1.76497 2.24282 0.57070  -0.025
C1 2.02697 3.67168 0.36508  -0.242
C2 0.85535 4.44899 0.93675  -0.261
N2 -0.37296 3.95682 0.31640  -0.094
H1 1.65252 2.05896 1.56810  0.073
H2 2.51036 1.65872 0.20843  0.069
H3 2.13315 3.85593 -0.70688  0.112
H4 2.94628 4.01133 0.85267  0.111
H5 1.00633 5.52257 0.79690  0.109
H6 0.78286 4.24769 2.00507  0.107
H7 -0.52509 4.33678 -0.60855  0.055
H8 -1.19668 4.17633 0.86490  0.081
C3 -0.31315 0.89432 3.20160  -0.292
O1 -0.30295 1.92591 2.26561  -0.485
H9 0.20873 1.20767 4.11728  0.064
H10 0.17317 -0.02197 2.83938  0.026
H11 -1.33107 0.59327 3.50259  0.059
C4 -4.67147 -1.84224 0.00307  0.002
C5 -4.46631 -0.37714 0.20425  -0.270
C6 -5.23143 0.42815 0.99918  0.021
C7 -4.88020 1.79426 1.06250  -0.314
N3 -3.93276 2.33915 0.33614  0.113
C8 -3.18833 1.53830 -0.48188  -0.787
S1 -2.00648 2.08492 -1.56593  0.597
N4 -3.45800 0.20210 -0.45881  0.076
C9 -5.60024 2.70675 2.00931  -0.024
H12 -5.57217 -2.17584 0.51105  0.085
H13 -3.81915 -2.40144 0.39510  0.089
H14 -4.76109 -2.06717 -1.06037  0.095
H15 -6.06773 0.02693 1.55150  0.115
H16 -2.79945 -0.35810 -0.98886  0.127
H17 -6.59665 2.33981 2.25214  0.076
H18 -5.65999 3.70585 1.58421  0.082
H19 -5.02305 2.76880 2.93509  0.093
C10 -0.35673 -0.05223 0.15495  -0.446
Ge1 0.97839 -1.22264 -0.63201  0.906
C11 0.58099 -3.10131 -0.33012  -0.276
C12 -0.26857 -3.42102 0.73322  -0.124
C13 -0.49810 -4.74249 1.10105  -0.093
C14 0.11631 -5.77131 0.40265  -0.096
C15 0.97105 -5.47312 -0.65093  -0.089
C16 1.20721 -4.15126 -1.00711  -0.102
C17 2.70234 -0.91820 0.23706  -0.286
C18 3.84530 -0.62887 -0.50772  -0.108
C19 5.07030 -0.40721 0.11870  -0.089
C20 5.16388 -0.45662 1.50086  -0.094
C21 4.03294 -0.74157 2.25813  -0.084
C22 2.81815 -0.97449 1.62992  -0.108
C23 1.26721 -0.71366 -2.49531  -0.284
C24 1.11746 0.64534 -2.76891  -0.147
C25 1.31130 1.15263 -4.04794  -0.080
C26 1.68565 0.30073 -5.07845  -0.093
C27 1.84487 -1.05588 -4.82382  -0.093
C28 1.62432 -1.56042 -3.54659  -0.102
H20 -0.76057 -2.62240 1.28143  0.081
H21 -1.15336 -4.96626 1.93444  0.100
H22 -0.06152 -6.80198 0.68350  0.100
H23 1.46335 -6.27212 -1.19181  0.101
H24 1.90862 -3.94851 -1.80608  0.084
H25 3.78387 -0.56396 -1.58895  0.096
H26 5.94893 -0.19099 -0.47687  0.101
H27 6.11337 -0.27448 1.98925  0.100
H28 4.09797 -0.77610 3.33894  0.103
H29 1.94716 -1.19217 2.23782  0.088
H30 0.79243 1.28399 -1.94556  0.021
H31 1.15173 2.20659 -4.24464  0.102
H32 1.84170 0.68674 -6.07842  0.099
H33 2.13715 -1.72644 -5.62290  0.099
H34 1.72857 -2.62629 -3.39180  0.077

---

Molecular formula: C28H34MnN3OPS2
Method: DFT, ωB97M-V/def2-TZVPD

Its HOMO energy (alpha / beta) is -13.50 / -13.45 eV. Its spin multiplicity is 4. As for the total charge: +2.

Each line ends with the Löwdin spin population.
Positions of all 70 atoms, in Å:
Mn1 -1.72075 0.42281 0.12452  2.938
C1 -0.48245 2.48718 3.14796  0.001
C2 -1.80490 1.80357 3.10683  0.004
N1 -2.35462 1.26904 2.04443  -0.003
C3 -3.59214 0.71271 2.33561  0.002
C4 -3.95700 0.80562 3.63841  -0.001
S1 -2.75912 1.64075 4.52473  0.003
C5 -4.36927 0.14701 1.24085  0.003
C6 -5.66905 -0.24008 1.25891  -0.001
S2 -6.14415 -0.77152 -0.29237  0.005
C7 -4.57756 -0.44624 -0.90174  0.009
N2 -3.75557 0.02634 0.00480  -0.002
C8 -4.23997 -0.65490 -2.33588  0.001
H1 -0.26521 2.96318 2.19348  0.000
H2 0.31068 1.77338 3.39010  0.000
H3 -0.47317 3.25339 3.92172  0.000
H4 -4.84972 0.42821 4.11032  0.000
H5 -6.36053 -0.23228 2.08551  0.000
H6 -5.07152 -1.11452 -2.86551  0.000
H7 -3.36044 -1.29153 -2.43208  0.000
H8 -4.02064 0.30902 -2.79444  0.000
N3 1.30711 0.26071 -0.23075  -0.001
C9 2.16080 0.21680 -0.99572  -0.008
C10 3.22216 0.13520 -1.92112  0.000
C11 3.56761 -1.13402 -2.41591  -0.002
C12 4.63777 -1.25668 -3.27940  0.000
C13 5.36367 -0.13447 -3.66122  -0.002
C14 5.01929 1.12067 -3.17378  0.000
C15 3.95790 1.26412 -2.30198  -0.002
H9 3.00876 -2.01026 -2.11350  0.000
H10 4.91012 -2.23605 -3.64866  0.000
H11 6.20300 -0.24055 -4.33490  0.000
H12 5.59300 1.98859 -3.46858  0.000
H13 3.70409 2.23958 -1.90720  0.000
C16 -1.99465 1.08726 -4.53462  0.000
P1 -0.76881 0.71621 -3.26796  0.005
C17 -0.09805 -0.92142 -3.64407  0.002
C18 0.50156 1.99465 -3.44914  0.000
O1 -1.35286 0.72078 -1.87211  0.027
H14 -1.49227 1.22693 -5.49366  0.000
H15 -2.51339 2.00918 -4.27162  0.000
H16 -2.71027 0.27233 -4.62908  0.000
H17 0.58742 -0.89286 -4.49109  0.000
H18 -0.92616 -1.59073 -3.87884  0.000
H19 0.41633 -1.29609 -2.76162  0.000
H20 1.22720 1.72169 -4.21544  0.000
H21 1.00206 2.15252 -2.49705  0.000
H22 0.01132 2.92253 -3.74490  0.000
C19 -0.94715 -1.68091 1.91022  0.016
C20 0.46064 -1.14972 1.58492  0.002
C21 1.18538 -2.25075 0.79637  0.001
C22 0.31455 0.16618 0.72483  -0.014
C23 1.24603 -0.87243 2.87069  -0.001
C24 2.30966 0.03113 2.87667  0.000
C25 3.04635 0.26935 4.02698  0.000
C26 2.73192 -0.39466 5.20301  0.000
C27 1.69116 -1.30817 5.20776  0.000
C28 0.95800 -1.54942 4.05350  0.000
H23 -1.54353 -1.79090 0.99152  0.007
H24 -1.46548 -1.04554 2.62587  0.001
H25 -0.88930 -2.67861 2.34453  0.002
H26 0.67778 -2.45869 -0.15234  0.000
H27 1.18914 -3.16810 1.38363  0.000
H28 2.22647 -1.98948 0.60481  0.000
H29 0.41532 1.04344 1.36463  0.003
H30 2.58892 0.55855 1.97319  0.000
H31 3.87003 0.97107 3.99965  0.000
H32 3.29800 -0.20354 6.10469  0.000
H33 1.44744 -1.84532 6.11528  0.000
H34 0.16105 -2.28125 4.08732  0.000

---

Molecular formula: C28H34N3O3
Method: DFT, ωB97M-V/def2-TZVPD

Its HOMO energy is -8.97 eV. As for the total charge: +1.

Each line ends with the Löwdin charge.
Positions of all 68 atoms, in Å:
C1 5.14208 -1.22904 -1.62402  -0.077
C2 4.21874 -0.29166 -0.86955  -0.238
N1 3.82392 -0.72757 0.46953  -0.091
C3 4.70899 -0.32695 1.57583  -0.222
C4 4.28755 0.94672 2.29586  -0.092
C5 2.80529 -1.65964 0.58997  -0.469
C6 2.34596 -1.94840 1.90741  -0.055
N2 1.33648 -2.85933 2.15595  -0.048
C7 1.06103 -3.90909 1.29825  0.001
C8 0.06692 -4.81846 1.60663  -0.041
C9 -0.68056 -4.68696 2.77636  -0.071
C10 -0.39136 -3.61740 3.62909  -0.062
C11 0.61452 -2.72772 3.32727  -0.036
O1 2.32156 -2.17056 -0.44919  -0.029
H1 5.35797 -0.79690 -2.60659  0.076
H2 6.09071 -1.36078 -1.09183  0.074
H3 4.66789 -2.20357 -1.77247  0.074
H4 4.72592 0.66713 -0.71176  0.109
H5 3.30474 -0.12388 -1.45416  0.111
H6 4.76854 -1.15988 2.29131  0.117
H7 5.69807 -0.18252 1.11779  0.119
H8 5.01069 1.15431 3.09322  0.080
H9 4.28315 1.80003 1.60592  0.065
H10 3.29385 0.84867 2.74895  0.052
H11 2.67445 -1.34278 2.75263  0.088
H12 1.63600 -3.94156 0.38114  0.121
H13 -0.10082 -5.62834 0.90090  0.117
H14 -1.46317 -5.39858 3.02263  0.107
H15 -0.94438 -3.45752 4.55120  0.111
H16 0.90553 -1.87525 3.93691  0.126
C12 -1.81493 -5.16026 -4.46911  -0.056
O2 -2.35003 -4.72249 -3.20076  -0.085
C13 -2.04573 -3.46788 -2.77017  -0.248
C14 -2.60043 -3.07202 -1.52565  0.006
C15 -2.34473 -1.81828 -1.02444  -0.024
C16 -1.57946 -0.88106 -1.75798  -0.223
C17 -1.41191 0.46400 -1.24103  0.017
C18 -1.50113 1.58691 -1.99359  -0.146
C19 -1.30772 2.97235 -1.46226  -0.069
N3 -0.84155 3.01446 -0.03778  -0.044
C20 0.47487 2.83067 0.21872  0.016
C21 0.92149 2.72990 1.52590  0.011
C22 -0.00091 2.76406 2.57767  0.009
C23 -1.35722 2.90118 2.27450  -0.001
C24 -1.76132 3.02249 0.95608  0.004
C25 -2.07320 1.56079 -3.40530  -0.403
C26 -1.25029 2.21594 -4.49097  -0.006
O3 -3.18069 1.09352 -3.66159  0.111
C27 -1.00210 -1.28970 -2.97884  -0.018
C28 -1.22965 -2.55668 -3.49239  0.006
H17 -2.18949 -6.17594 -4.58581  0.094
H18 -2.18155 -4.52495 -5.28873  0.098
H19 -0.71547 -5.16190 -4.45180  0.097
H20 -3.22197 -3.78967 -0.99067  0.123
H21 -2.77193 -1.50411 -0.07044  0.118
H22 -1.29434 0.56527 -0.15780  0.122
H23 -0.57829 3.51872 -2.07352  0.135
H24 -2.25937 3.51866 -1.50638  0.149
H25 1.12337 2.77786 -0.65904  0.160
H26 1.99348 2.63878 1.69214  0.105
H27 0.33341 2.68418 3.60917  0.131
H28 -2.12540 2.92213 3.04282  0.129
H29 -2.79910 3.12556 0.63440  0.158
H30 -0.28699 2.59825 -4.13639  0.077
H31 -1.07242 1.47309 -5.28047  0.101
H32 -1.83293 3.03728 -4.92838  0.100
H33 -0.36195 -0.59024 -3.52061  0.122
H34 -0.78701 -2.84366 -4.45017  0.110

---

Values of max |F|, in order: 0.0428 0.0244 0.0429, all in Eh/bohr.